The following is a quantum chemistry calculation of CH5PS2 as an isolated structure at a distorted geometry, from OMol25.

2S+1 = 3
frontier orbital gap (alpha / beta) = 8.63 / 6.21 eV
LUMO (alpha / beta) = 0.803 / -2.359 eV
<S²> = 2.01
ΔE to the lowest compared entry with this formula, charge and spin = 21.3 kcal per mole

Geometry as XYZ:
```
9
CH5PS2 (ωB97M-V/def2-TZVPD)
C -1.56 -0.65 -1.14
P 2.04 1.46 1.64
S -0.03 -1.30 -0.54
S 0.28 0.51 1.61
H -2.02 -1.42 -1.82
H -1.38 0.24 -1.71
H -2.19 -0.45 -0.32
H 2.86 0.40 2.05
H 2.00 1.21 0.23
```

=====

The following is a quantum chemistry calculation of a 2-piece molecular cluster, C4H12 overall at a distorted geometry, from OMol25.

2S+1 = 2
frontier orbital gap (alpha / beta) = 13.36 / 4.01 eV
LUMO (alpha / beta) = -2.991 / -11.342 eV
total charge = +1
<S²> = 0.75
ΔE to the lowest compared entry with this formula, charge and spin = 11.5 kcal per mole

Geometry as XYZ:
```
16
C4H12 (ωB97M-V/def2-TZVPD)
C 0.74 1.50 -1.95
C 0.72 1.35 -0.47
H 1.74 1.18 -2.31
H -0.01 0.91 -2.47
H 0.67 2.53 -2.35
H 0.70 0.28 -0.19
H 1.49 1.95 0.01
H -0.24 1.80 -0.10
C -0.78 -1.63 0.49
C -0.64 -1.25 1.95
H -1.64 -1.01 0.17
H 0.20 -1.45 0.00
H -1.00 -2.66 0.23
H 0.37 -1.32 2.30
H -1.34 -1.94 2.47
H -0.99 -0.24 2.22
```

=====

The following is a quantum chemistry calculation of C31H64Ca2NO9 as an isolated structure at a distorted geometry, from OMol25.

2S+1 = 1
frontier orbital gap = 3.91 eV
LUMO = -11.637 eV
total charge = +3

Geometry as XYZ:
```
107
C31H64Ca2NO9 (ωB97M-V/def2-TZVPD)
Ca 2.70 0.64 -3.04
Ca -0.68 2.14 -3.21
O 0.17 0.54 0.51
C -0.10 0.79 -0.75
O 0.86 0.79 -1.62
O -1.23 1.16 -1.12
H -0.67 0.79 0.98
C -1.24 -2.01 -2.77
C -1.13 -3.52 -2.73
C -2.57 -3.91 -2.44
O -3.33 -3.00 -3.26
C -2.63 -1.77 -3.36
H -0.39 -1.51 -3.28
H -1.22 -1.59 -1.76
H -0.43 -3.94 -2.01
H -0.90 -3.94 -3.71
H -2.77 -3.80 -1.36
H -2.89 -4.89 -2.76
H -3.19 -1.03 -2.78
H -2.57 -1.50 -4.42
C 0.33 -2.59 1.94
C 0.18 -3.71 2.96
C -1.21 -4.24 2.60
O -1.31 -4.12 1.19
C -0.50 -3.06 0.75
H 1.39 -2.43 1.71
H -0.05 -1.64 2.33
H 0.23 -3.37 3.99
H 0.96 -4.47 2.84
H -2.00 -3.67 3.11
H -1.38 -5.27 2.90
H -1.07 -2.24 0.28
H 0.15 -3.44 -0.06
C -4.49 3.07 -4.73
C -5.08 3.05 -3.32
C -3.81 2.88 -2.48
O -2.94 2.03 -3.31
C -3.50 1.92 -4.66
H -4.06 4.00 -5.10
H -5.25 2.82 -5.48
H -5.74 2.19 -3.19
H -5.60 3.98 -3.09
H -3.93 2.32 -1.55
H -3.32 3.84 -2.33
H -4.01 0.96 -4.75
H -2.73 2.04 -5.43
C -4.08 -0.05 2.87
C -3.24 -0.69 3.97
C -1.90 0.07 3.83
O -1.79 0.40 2.43
C -3.04 0.15 1.77
H -4.46 0.91 3.20
H -4.86 -0.72 2.53
H -3.13 -1.76 3.82
H -3.63 -0.52 4.98
H -1.08 -0.55 4.17
H -1.95 1.02 4.36
H -2.92 -0.80 1.23
H -3.34 0.95 1.09
C -0.64 5.32 1.24
C -0.62 3.89 0.75
C 0.86 3.68 0.43
O 1.31 4.94 -0.06
C 0.43 6.00 0.36
H -0.33 5.46 2.27
H -1.64 5.73 1.14
H -1.17 3.75 -0.19
H -1.02 3.16 1.45
H 1.09 2.88 -0.28
H 1.39 3.45 1.35
H -0.03 6.47 -0.51
H 0.97 6.70 0.98
C 2.00 0.14 3.83
C 3.38 0.32 4.39
C 4.06 1.09 3.27
O 3.03 1.97 2.79
C 1.75 1.54 3.21
H 1.29 -0.11 4.62
H 1.86 -0.62 3.06
H 3.92 -0.61 4.59
H 3.45 0.91 5.30
H 4.38 0.44 2.45
H 4.92 1.69 3.57
H 1.03 1.45 2.39
H 1.35 2.21 3.99
C 3.53 0.26 0.27
C 3.16 -1.09 -0.38
N 3.57 -1.17 -1.81
C 5.01 -1.48 -2.04
C 5.98 -0.39 -1.61
C 2.76 -2.24 -2.47
C 2.77 -3.64 -1.87
H 3.17 0.29 1.30
H 3.04 1.13 -0.17
H 4.59 0.48 0.39
H 3.64 -1.90 0.16
H 2.08 -1.12 -0.27
H 5.22 -2.39 -1.48
H 5.16 -1.69 -3.10
H 5.57 0.62 -1.76
H 6.21 -0.47 -0.55
H 6.89 -0.53 -2.19
H 3.01 -2.31 -3.54
H 1.70 -1.92 -2.43
H 3.75 -4.11 -1.93
H 2.07 -4.22 -2.49
H 2.38 -3.71 -0.86
```

=====

The following is a quantum chemistry calculation of a 2-piece molecular cluster, C4H3Cl3F2 overall at a distorted geometry, from OMol25.

2S+1 = 1
frontier orbital gap (alpha / beta) = 8.31 / 8.31 eV
LUMO (alpha / beta) = -0.238 / -0.238 eV
ΔE to the lowest compared entry with this formula, charge and spin = 47.6 kcal per mole

Geometry as XYZ:
```
12
C4H3Cl3F2 (ωB97M-V/def2-TZVPD)
C 1.81 0.31 -0.54
C 1.03 -0.05 0.50
C -0.07 -0.94 0.32
C -1.65 0.61 -0.08
F -0.60 -1.50 1.39
F -0.26 -1.80 -0.70
Cl -2.87 -0.33 -0.93
Cl -2.03 1.03 1.55
Cl -0.87 1.76 -1.08
H 2.77 0.78 -0.61
H 1.70 -0.20 -1.43
H 1.04 0.33 1.61
```

=====

The following is a quantum chemistry calculation of C18H13BIrNO6 as an isolated structure, from OMol25.

2S+1 = 1
frontier orbital gap = 7.71 eV
LUMO = -0.828 eV
ΔE to the lowest compared entry with this formula, charge and spin = 9.3 kcal per mole

Geometry as XYZ:
```
40
C18H13BIrNO6 (ωB97M-V/def2-TZVPD)
Ir 0.69 -1.05 -0.68
C 1.63 -2.70 -1.81
C 1.90 -3.44 -0.55
C 0.73 -3.59 0.11
C -0.32 -2.94 -0.69
C 0.22 -2.66 -2.00
H 2.36 -2.49 -2.57
H 2.88 -3.73 -0.21
H 0.59 -4.01 1.09
H -1.38 -3.01 -0.49
H -0.31 -2.42 -2.90
O 2.95 -0.98 0.32
C 3.19 -0.43 1.38
C 2.29 0.33 2.20
C 2.75 0.73 3.46
C 1.96 1.50 4.28
C 0.69 1.92 3.87
C 0.23 1.55 2.64
C 0.99 0.74 1.77
O 0.49 0.47 0.61
N 2.47 1.89 5.59
O 3.58 1.51 5.91
O 1.75 2.59 6.28
H 4.22 -0.51 1.78
H 3.74 0.45 3.79
H 0.10 2.54 4.53
H -0.75 1.87 2.29
O -0.91 1.22 -1.89
B -0.81 -0.16 -1.69
O -1.94 -0.79 -2.25
C -2.71 0.21 -2.78
C -3.92 0.11 -3.44
C -4.48 1.31 -3.88
C -3.85 2.53 -3.67
C -2.63 2.61 -3.00
C -2.08 1.43 -2.57
H -4.39 -0.84 -3.60
H -5.43 1.28 -4.40
H -4.32 3.43 -4.02
H -2.14 3.56 -2.83
```

=====

The following is a quantum chemistry calculation of a 7-piece molecular cluster, C43H54B3O6 overall at a distorted geometry, from OMol25.

2S+1 = 1
frontier orbital gap = 6.26 eV
LUMO = 1.883 eV
total charge = -1

Geometry as XYZ:
```
106
C43H54B3O6 (ωB97M-V/def2-TZVPD)
C -0.46 -0.65 3.74
C -0.84 0.26 2.54
B -1.58 -0.65 1.47
O -0.76 -1.54 0.76
C -3.14 -0.66 1.30
C -3.77 0.74 1.46
B -4.21 1.21 2.90
O -4.99 2.36 2.99
O -3.91 0.58 4.08
C -3.63 -1.34 -0.01
O -3.89 -2.67 0.31
B -4.49 -2.52 1.66
C -4.77 -3.88 2.47
O -3.66 -4.76 2.77
C -2.74 -4.20 3.68
O -3.50 -1.59 2.33
H 0.62 -0.82 3.77
H -0.93 -1.64 3.69
H -0.74 -0.21 4.70
H 0.07 0.66 2.09
H -1.44 1.11 2.88
H -0.20 -1.10 0.12
H -4.67 0.83 0.84
H -3.08 1.51 1.07
H -5.70 2.27 3.63
H -2.97 0.41 4.22
H -2.95 -1.24 -0.86
H -4.59 -0.88 -0.31
H -5.60 -1.92 1.56
H -5.46 -4.49 1.88
H -5.29 -3.65 3.42
H -2.55 -4.93 4.48
H -1.79 -3.97 3.19
H -3.12 -3.27 4.12
C 4.13 1.30 2.29
C 3.44 0.11 2.06
C 2.93 -0.16 0.80
C 3.11 0.75 -0.23
C 3.80 1.93 -0.01
C 4.31 2.21 1.26
H 4.52 1.51 3.27
H 3.30 -0.59 2.87
H 2.38 -1.09 0.63
H 2.71 0.53 -1.22
H 3.94 2.64 -0.81
H 4.84 3.13 1.43
C 2.17 0.78 -5.35
C 1.82 1.21 -4.08
C 2.35 2.40 -3.58
C 3.23 3.14 -4.35
C 3.58 2.71 -5.62
C 3.05 1.53 -6.12
H 1.76 -0.14 -5.74
H 1.13 0.63 -3.48
H 2.08 2.73 -2.59
H 3.64 4.07 -3.96
H 4.26 3.29 -6.23
H 3.32 1.19 -7.11
C -7.75 -0.03 8.14
C -7.02 0.47 7.07
C -6.00 -0.27 6.50
C -5.71 -1.53 7.00
C -6.43 -2.04 8.07
C -7.45 -1.29 8.64
H -8.55 0.55 8.58
H -7.26 1.46 6.68
H -5.42 0.11 5.67
H -4.92 -2.12 6.55
H -6.21 -3.03 8.45
H -8.02 -1.69 9.47
C 5.68 -2.40 3.94
C 6.39 -2.92 5.02
C 6.78 -4.26 5.01
C 6.46 -5.07 3.93
C 5.75 -4.54 2.85
C 5.36 -3.21 2.86
H 5.38 -1.36 3.95
H 6.64 -2.29 5.86
H 7.33 -4.67 5.85
H 6.76 -6.11 3.92
H 5.50 -5.17 2.01
H 4.81 -2.80 2.03
C 5.51 5.09 -8.14
C 6.72 4.69 -8.69
C 6.82 4.45 -10.05
C 5.72 4.63 -10.87
C 4.51 5.04 -10.33
C 4.40 5.27 -8.96
H 5.43 5.28 -7.08
H 7.58 4.55 -8.05
H 7.77 4.13 -10.48
H 5.80 4.45 -11.93
H 3.64 5.17 -10.96
H 3.46 5.58 -8.53
C -1.87 0.92 -4.33
C -1.95 0.55 -5.67
C -2.96 -0.30 -6.09
C -3.89 -0.79 -5.17
C -3.80 -0.43 -3.84
C -2.80 0.43 -3.42
H -1.08 1.58 -3.99
H -1.23 0.93 -6.38
H -3.03 -0.59 -7.13
H -4.67 -1.46 -5.50
H -4.51 -0.82 -3.12
H -2.73 0.71 -2.37
```

=====

The following is a quantum chemistry calculation of a 2-piece molecular cluster, C6H14N2O2 overall at a distorted geometry, from OMol25.

2S+1 = 1
frontier orbital gap = 9.93 eV
SMILES = CNC(C)=O.CNC(C)=O
LUMO = 0.570 eV
ΔE to the lowest compared entry with this formula, charge and spin = 62.9 kcal per mole

Geometry as XYZ:
```
24
C6H14N2O2 (ωB97M-V/def2-TZVPD)
C -0.59 0.64 2.09
N -0.87 -0.78 1.96
C -1.44 -1.12 0.78
C -1.64 -2.66 0.64
O -1.82 -0.16 0.13
H -0.44 1.06 1.07
H -1.58 1.07 2.29
H 0.27 0.75 2.72
H -0.37 -1.38 2.55
H -1.15 -3.22 -0.13
H -1.30 -3.11 1.63
H -2.73 -2.85 0.85
C 1.76 -0.50 -2.41
N 0.95 0.46 -1.65
C 1.50 1.54 -1.05
C 0.39 2.40 -0.46
O 2.63 1.89 -0.93
H 2.20 0.08 -3.28
H 2.57 -0.95 -1.83
H 1.20 -1.35 -2.71
H -0.08 0.19 -1.46
H -0.17 2.96 -1.25
H -0.21 1.85 0.33
H 0.91 3.20 0.12
```

=====

The following is a quantum chemistry calculation of C24H27HfN5S3 as an isolated structure at a distorted geometry, from OMol25.

2S+1 = 1
frontier orbital gap (alpha / beta) = 5.45 / 5.45 eV
LUMO (alpha / beta) = -14.148 / -14.147 eV
total charge = +4

Geometry as XYZ:
```
60
C24H27HfN5S3 (ωB97M-V/def2-TZVPD)
Hf 0.25 0.56 -0.40
C 3.84 -0.64 0.99
C 3.99 -0.08 -0.41
S 2.92 1.35 -0.80
C 3.33 2.56 0.51
C 2.67 2.47 1.88
S 0.90 1.98 1.98
C 0.95 0.73 3.32
C 1.98 -0.37 3.16
S 2.10 -1.02 1.45
H 4.25 0.02 1.75
H 4.38 -1.59 1.04
H 3.78 -0.81 -1.18
H 5.02 0.26 -0.55
H 3.14 3.53 0.06
H 4.42 2.49 0.63
H 2.71 3.46 2.34
H 3.20 1.79 2.55
H -0.07 0.34 3.36
H 1.12 1.28 4.25
H 1.68 -1.21 3.79
H 2.98 -0.08 3.47
C -4.98 -2.15 -2.09
C -5.35 -0.93 -1.54
C -4.40 -0.03 -1.13
C -3.03 -0.33 -1.29
C -2.66 -1.57 -1.85
C -3.62 -2.46 -2.25
N -2.04 0.62 -1.02
N -2.48 1.82 -1.01
C -1.63 2.89 -0.97
C -2.21 4.15 -1.06
C -1.40 5.27 -1.17
C -0.02 5.08 -1.21
C 0.50 3.81 -1.10
N -0.27 2.71 -0.95
H -5.73 -2.86 -2.41
H -6.40 -0.69 -1.43
H -4.69 0.89 -0.65
H -1.62 -1.77 -2.07
H -3.34 -3.40 -2.71
H -3.29 4.22 -1.09
H -1.82 6.26 -1.24
H 0.65 5.92 -1.34
H 1.56 3.65 -1.19
N 1.13 -3.61 -1.57
C 1.32 -2.35 -1.95
N 0.66 -1.50 -1.16
C 0.00 -2.30 -0.21
C -0.82 -1.94 0.86
C -1.36 -2.95 1.63
C -1.07 -4.29 1.35
C -0.24 -4.67 0.31
C 0.29 -3.64 -0.46
H 1.52 -4.42 -2.04
H 1.92 -2.07 -2.81
H -1.05 -0.88 1.09
H -2.01 -2.71 2.46
H -1.52 -5.06 1.97
H -0.01 -5.70 0.11
```

=====

The following is a quantum chemistry calculation of a 9-piece molecular cluster, C19H36Cl16O5S overall, from OMol25.

2S+1 = 1
frontier orbital gap = 10.76 eV
SMILES = CC(=O)OCCCCC[C@H]1CCCS(=O)(=O)O1.ClCCl.ClCCl.ClCCl.ClCCl.ClCCl.ClCCl.ClCCl.ClCCl
LUMO = 0.291 eV

Geometry as XYZ:
```
77
C19H36Cl16O5S (ωB97M-V/def2-TZVPD)
C 4.16 -1.61 0.71
C 2.76 -1.41 0.22
O 1.93 -2.28 0.34
O 2.48 -0.23 -0.33
C 1.06 0.04 -0.40
C 0.78 1.44 -0.93
C 0.45 2.48 0.16
C -1.06 2.79 0.29
C -1.79 1.93 1.33
C -2.67 0.82 0.77
C -3.82 0.37 1.67
C -4.10 -1.09 1.32
C -4.22 -1.30 -0.21
S -4.19 0.19 -1.23
O -5.52 0.73 -1.23
O -3.55 -0.13 -2.47
O -3.26 1.24 -0.48
H 4.08 -1.76 1.79
H 4.50 -2.55 0.27
H 4.84 -0.80 0.48
H 0.66 -0.08 0.60
H 0.61 -0.69 -1.07
H 1.61 1.79 -1.54
H -0.08 1.33 -1.60
H 0.95 3.42 -0.09
H 0.85 2.16 1.12
H -1.51 2.68 -0.70
H -1.18 3.84 0.56
H -1.07 1.47 2.01
H -2.42 2.58 1.96
H -2.04 -0.06 0.60
H -4.69 0.98 1.46
H -3.56 0.45 2.73
H -4.96 -1.49 1.84
H -3.24 -1.67 1.66
H -5.18 -1.74 -0.49
H -3.41 -1.92 -0.57
Cl -8.79 -1.35 2.05
C -7.73 0.00 1.65
Cl -6.90 0.64 3.09
H -6.98 -0.34 0.95
H -8.32 0.79 1.22
Cl -4.92 -1.94 7.03
C -6.01 -0.66 6.50
Cl -5.15 0.73 5.83
H -6.66 -1.05 5.73
H -6.59 -0.32 7.36
Cl 1.45 -6.22 2.90
C 2.36 -4.91 2.14
Cl 3.48 -4.14 3.28
H 2.94 -5.32 1.33
H 1.68 -4.15 1.78
Cl 3.54 3.46 1.18
C 3.29 5.18 0.87
Cl 2.19 5.91 2.05
H 4.24 5.69 0.93
H 2.85 5.29 -0.11
Cl 7.51 -0.83 1.66
C 7.27 0.91 1.58
Cl 6.31 1.51 2.94
H 8.23 1.40 1.59
H 6.73 1.14 0.66
Cl -0.40 1.79 -5.52
C -0.99 0.25 -4.88
Cl 0.35 -0.81 -4.40
H -1.60 0.44 -4.00
H -1.57 -0.25 -5.65
Cl 1.51 -0.63 -9.48
C 0.26 -1.03 -8.29
Cl -1.37 -0.86 -8.94
H 0.40 -2.06 -7.98
H 0.36 -0.36 -7.45
Cl 7.64 -0.58 -1.75
C 8.71 -1.96 -2.04
Cl 7.82 -3.47 -2.23
H 9.27 -1.77 -2.95
H 9.38 -2.06 -1.19
```